Record 1
This record from the Open Molecules 2025 dataset describes a 4-piece molecular cluster, C2H9NO3 overall. The level of theory is wB97M-V/def2-TZVPD.

Element x y z (Å)
C (-2.4285, 1.8437, -0.0201)
C (-1.1844, 1.0156, 0.1654)
N (-0.8384, -0.0921, -0.4678)
O (2.5845, -1.0942, 0.3425)
H (-3.3683, 1.6936, -0.5795)
H (-2.4118, 2.8185, 0.4493)
H (2.0738, -0.7652, -1.1674)
H (-1.4547, -0.8751, -0.4508)
H (-0.5379, 1.5518, 0.8154)
H (0.1476, -0.8149, 1.4689)
H (1.3269, -1.6143, 1.1510)
O (0.3938, -1.7347, 1.4664)
H (3.4854, -0.9076, 0.5347)
H (0.6763, -0.3073, -1.6972)
O (1.5358, -0.7177, -2.0108)

Its HOMO energy (alpha / beta) is -3.840 / -3.835 eV. As for the spin multiplicity: 2. As for the LUMO energy (alpha / beta): 3.45 / 1.71 eV. The calculation puts the gap between HOMO and LUMO (alpha / beta) at 7.29 / 5.55 eV. Its total charge is -1.



Record 2
This record from the Open Molecules 2025 dataset describes C23H26F29InO6PS as an isolated structure. The level of theory is wB97M-V/def2-TZVPD.

Element x y z (Å)
O (-2.7909, -0.7462, 0.0822)
P (-4.1460, 0.3992, -0.0045)
O (-3.6586, 1.7836, 0.9621)
S (-5.6609, -0.5477, 0.8474)
In (-4.6716, 0.8677, -2.4047)
C (-2.6809, 1.3876, -3.4559)
C (-2.3530, 2.9981, -3.2878)
C (-1.1802, 3.1154, -2.1406)
C (-0.7229, 4.6475, -1.7772)
F (-0.4619, 5.5096, -2.9599)
F (0.5926, 4.5359, -1.0434)
C (-1.7644, 5.3610, -0.6843)
F (-2.1987, 4.3790, 0.3677)
F (-0.9432, 6.3939, 0.0312)
F (-2.9118, 6.0439, -1.3510)
C (-6.1827, 2.3771, -2.9441)
C (-6.7309, 3.3626, -1.5660)
C (-5.4492, 4.1723, -0.7182)
O (-6.2848, 2.8732, -0.1507)
H (-2.0524, -0.3447, -0.4924)
H (-2.6415, 1.8220, 0.9010)
H (-5.1642, -0.7254, -3.1645)
H (-1.7876, 0.8009, -2.9319)
H (-2.8306, 1.0620, -4.5874)
H (-3.3237, 3.6239, -3.0543)
H (-1.8928, 3.3370, -4.3352)
H (-1.5477, 2.4788, -1.2183)
H (-0.2275, 2.5598, -2.5807)
H (-5.6797, 3.2340, -3.6061)
H (-7.1515, 2.0125, -3.4891)
H (-7.8182, 3.9786, -1.6939)
H (-5.7290, 4.8496, 0.2077)
H (-4.3720, 3.9158, -1.0954)
C (-0.0112, -2.7074, 2.0001)
C (1.2074, -2.9324, 2.9072)
C (2.2745, -1.8472, 2.8259)
F (2.8131, -1.7489, 1.5899)
F (3.3057, -2.1268, 3.6688)
F (1.7316, -4.1614, 2.6570)
F (0.7472, -2.9820, 4.1972)
O (-0.0034, -3.4131, 0.7570)
C (0.6881, -2.7654, -0.3099)
C (1.8827, -3.5785, -0.8207)
F (2.7992, -3.7863, 0.1594)
F (2.5294, -2.9249, -1.8222)
F (1.0280, -1.5109, 0.0718)
F (-0.2278, -2.6170, -1.3052)
H (-0.8770, -3.1164, 2.5363)
H (-0.2497, -1.6451, 1.8699)
H (1.8722, -0.8707, 3.1120)
H (1.5629, -4.5545, -1.1959)
C (4.0617, -2.5964, 7.1135)
C (3.4043, -3.9487, 6.8012)
C (1.8821, -3.9187, 6.7300)
F (1.3206, -3.5569, 7.9053)
F (1.3927, -5.1548, 6.4395)
F (3.8395, -4.8757, 7.6951)
F (3.8800, -4.3576, 5.5827)
O (4.4334, -2.3825, 8.4771)
C (3.4005, -1.8747, 9.3204)
C (3.0432, -2.8336, 10.4614)
F (2.5997, -4.0268, 9.9887)
F (2.0443, -2.3283, 11.2329)
F (2.3304, -1.5332, 8.5633)
F (3.8827, -0.7095, 9.8315)
H (5.0146, -2.5816, 6.5693)
H (3.5006, -1.7493, 6.7011)
H (1.5332, -3.2357, 5.9496)
H (3.9095, -3.0249, 11.1006)
C (2.0052, -0.0787, -5.1835)
C (0.6095, 0.5197, -5.4123)
C (-0.0602, 0.1011, -6.7159)
F (0.6380, 0.5003, -7.8025)
F (-1.2914, 0.6704, -6.8250)
F (0.6787, 1.8729, -5.3040)
F (-0.1831, 0.1054, -4.3738)
O (3.1093, 0.7654, -5.5181)
C (3.5130, 0.7312, -6.8863)
C (3.3672, 2.0898, -7.5804)
F (2.0785, 2.5176, -7.5719)
F (3.7416, 2.0172, -8.8853)
F (2.8493, -0.2620, -7.5252)
F (4.8214, 0.3577, -6.8743)
H (2.1030, -0.2334, -4.1014)
H (2.1090, -1.0828, -5.6116)
H (-0.1946, -0.9837, -6.7643)
H (3.9785, 2.8509, -7.0880)

Its HOMO energy is -4.835 eV. As for the LUMO energy: 1.80 eV. The calculation puts the gap between HOMO and LUMO at 6.63 eV. Its total charge is -1.



Record 3
This record from the Open Molecules 2025 dataset describes a single C4H5N3O molecule. The level of theory is wB97M-V/def2-TZVPD.

Element x y z (Å)
C (1.2195, -0.7979, 1.2860)
N (0.7232, -1.5290, 0.3445)
N (-0.7532, -1.4349, 0.0341)
C (-1.1190, -0.7022, -0.9495)
C (-0.2955, 0.3911, -1.4739)
O (0.7118, 0.7277, -0.5638)
N (0.0128, 1.3371, 0.6165)
C (0.2631, 0.6282, 1.5706)
H (2.2271, -0.6619, 1.6093)
H (-2.1500, -0.6694, -1.1356)
H (0.3908, 0.3133, -2.2400)
H (-0.9119, 1.3664, -1.5295)
H (-0.3186, 1.0315, 2.4312)

Its HOMO energy is -9.603 eV. As for the LUMO energy: 0.60 eV. The calculation puts the gap between HOMO and LUMO at 10.21 eV. Its SMILES is C1=N\N=C/CO\N=C/1.



Number 1: calculated total energy -9850.07150 eV, maximum force 0.108 hartree/bohr. Number 2: calculated total energy -140655.84628 eV, maximum force 0.106 hartree/bohr. Number 3: calculated total energy -10740.39462 eV, maximum force 0.106 hartree/bohr.